[1]
Molecular formula: C6H10Br4Cl6
Method: DFT, ωB97M-V/def2-TZVPD

Calculated values
Energy above the lowest of the compared OMol25 structures with the same formula, charge and spin, kJ/mol: 10.78
SMILES string: ClC(Cl)Cl.ClC(Cl)Cl.BrCCBr.BrCCBr
Electronic energy, Ha: -13291.81721
Largest force on an atom, eV/Å: 1.086
Gap between HOMO and LUMO, eV: 10.59

XYZ file:
```
26
Properties=species:S:1:pos:R:3:forces:R:3
Cl 0.48526 10.18170 9.25111 0.0780 -0.1526 0.0986
C 1.21887 11.28788 8.10437 0.3576 0.0543 -0.2082
Cl 2.86874 10.78196 7.63010 -0.4891 0.0825 0.2237
Cl 1.23253 12.93206 8.73974 0.0350 -0.0319 -0.0724
H 0.61339 11.27116 7.20906 0.0471 0.0729 -0.0541
Cl 0.97109 12.44088 4.51142 -0.0303 0.2273 -0.3178
C 2.41977 13.18796 3.82941 0.7363 -0.1544 0.7827
Cl 3.82198 12.10879 4.18316 -0.4344 0.4026 -0.4238
Cl 2.72561 14.77638 4.54838 -0.1981 -0.2230 -0.1055
H 2.32701 13.35306 2.76543 -0.1299 -0.3875 -0.0670
Br 1.30524 15.43254 1.18998 -0.2859 -0.0920 -0.1553
C -0.34782 15.46880 0.11016 0.3221 0.3220 0.0730
C -1.33118 16.36930 0.83681 -0.1072 -0.3210 -0.9150
Br -2.81151 16.85672 -0.38937 0.3657 -0.2590 0.3396
H -0.67419 14.44397 -0.02369 -0.1128 -0.0019 0.1633
H -0.03469 15.86639 -0.84906 -0.0789 0.1109 0.0140
H -0.86244 17.31050 1.08908 -0.0757 0.0140 0.2648
H -1.77269 15.84537 1.67478 -0.0365 0.2597 0.1883
Br 3.87621 16.16595 7.40243 0.4306 0.0999 -0.1082
C 5.59093 16.20205 6.42282 0.0330 -0.4736 0.7568
C 6.10378 14.79215 6.24539 -0.1527 -0.2283 -0.4303
Br 7.81501 14.90112 5.30722 0.0022 -0.0269 0.1010
H 6.29970 16.69646 7.08110 -0.1971 0.4012 -0.1195
H 5.43501 16.75195 5.50432 -0.0074 -0.0617 -0.0799
H 5.49125 14.14328 5.62640 -0.1803 0.2138 -0.0125
H 6.27236 14.28854 7.19184 0.1086 0.1528 0.0635
```
Forces are in eV/Å.

These are the Mulliken partial charges, in e, on atoms 1 to 4: -0.132, 0.202, -0.112, -0.100

***

[2]
Molecular formula: C6H16P2
Method: DFT, ωB97M-V/def2-TZVPD

Calculated values
Energy above the lowest of the compared OMol25 structures with the same formula, charge and spin, kJ/mol: 428.90
SMILES string: CC=P(C)(C)CPC
Electronic energy, Ha: -920.73613
Largest force on an atom, eV/Å: 4.453
Gap between HOMO and LUMO, eV: 7.97

XYZ file:
```
24
Properties=species:S:1:pos:R:3:forces:R:3
C 2.93312 -1.23190 -0.18263 1.6901 -4.0995 0.4120
C 2.67085 0.22315 -0.28029 -2.9004 0.7308 -1.8208
P 0.84264 0.50047 -0.13804 -0.3293 0.8705 2.3467
C 0.54107 2.31482 -0.29652 -1.6245 1.1654 -1.0236
C 0.67539 0.11222 1.67120 0.6615 -0.1346 -1.5854
C -0.93303 -0.17065 -0.67837 2.0851 -0.5291 2.6344
P -2.43655 0.09905 0.39747 0.2489 -2.2587 0.5088
C -3.78229 -0.76823 -0.66035 -0.5725 0.8819 2.7112
H 3.15656 -1.85683 -1.13383 0.0968 1.4940 0.9660
H 3.85859 -1.44832 0.52745 -1.7981 0.3272 -1.2878
H 2.09204 -1.93086 0.15877 0.8728 1.3441 0.3252
H 3.04505 0.62481 -1.25618 -0.1960 -0.0266 0.7458
H 0.30337 3.01280 0.51527 0.6871 -0.9497 0.9223
H -0.44578 2.58307 -0.84523 1.7718 -0.9821 -0.0472
H 1.41826 2.75224 -0.78168 -0.2666 -0.0435 -0.2698
H 1.22053 -0.73297 1.96567 1.7652 -1.3588 -0.3337
H -0.21257 -0.25576 2.09372 -2.0149 0.8917 0.3427
H 1.20595 0.91244 2.10779 -0.0556 1.0726 1.0652
H -0.66042 -1.19837 -0.77931 -0.4057 -1.0013 -0.3621
H -1.09575 0.25562 -1.58329 -0.6324 1.1296 -3.0163
H -2.25106 -1.18141 1.22793 -0.0664 1.7597 -0.7613
H -3.44293 -1.83790 -0.84453 -0.7111 1.6861 -0.7698
H -4.08479 0.05354 -1.39781 0.2545 -2.0664 0.3954
H -4.61825 -0.83103 0.19281 1.4400 0.0970 -2.0978
```
Forces are in eV/Å.

These are the Mulliken partial charges, in e, on atoms 1 to 4: -0.865, -0.555, 1.030, -1.272

***

[3]
Molecular formula: C16H17O3STl
Method: DFT, ωB97M-V/def2-TZVPD

Calculated values
Energy above the lowest of the compared OMol25 structures with the same formula, charge and spin, kJ/mol: 0.00
Charge: +2
Electronic energy, Ha: -1415.60786
Largest force on an atom, eV/Å: 0.681
Gap between HOMO and LUMO (alpha / beta), eV: 6.10 / 4.01

XYZ file:
```
38
Properties=species:S:1:pos:R:3:forces:R:3
Tl -0.38195 1.43700 0.05166 0.0111 -0.0054 0.0072
C 4.22107 -0.23269 -0.24443 -0.1326 0.2978 -0.2082
C 2.76742 -0.46477 0.14370 0.6373 -0.0440 -0.0740
O 2.75923 -1.51179 0.86056 -0.3996 -0.4232 0.3539
O 1.82581 0.23330 -0.18977 -0.3001 0.1045 -0.0192
H 4.91238 -0.98939 0.11481 -0.0488 -0.0393 0.0308
H 4.46986 0.74096 0.17769 0.1259 0.0139 -0.0874
H 4.20839 -0.20816 -1.33441 0.1716 0.0643 0.0021
O -1.83700 -0.73687 -0.40514 -0.1089 0.1787 -0.0798
S -2.65443 -1.93733 -0.05653 0.0270 -0.0361 -0.0251
C -4.25641 -1.82679 -1.04020 -0.0590 -0.0008 0.0901
C -5.07148 -0.67526 -0.66762 0.0946 -0.1111 -0.0201
C -5.03873 0.50683 -1.45896 0.0108 0.1584 -0.0688
C -5.87307 1.54685 -1.16843 0.1417 -0.0657 -0.1188
C -6.73946 1.45201 -0.05661 -0.0587 0.0521 0.0341
C -6.75796 0.30484 0.76415 0.0783 -0.1971 0.0432
C -5.93279 -0.74084 0.46719 -0.1703 0.0427 0.1301
C -1.95149 -3.32808 -1.00312 0.1309 -0.1706 0.2358
C -1.93510 -3.19741 -2.48666 -0.0708 0.1125 -0.1204
C -1.03308 -2.33439 -3.11097 -0.0906 -0.1015 0.0331
C -1.05278 -2.19463 -4.48867 -0.0308 -0.0276 -0.0525
C -1.96298 -2.91669 -5.25128 -0.0188 -0.0284 0.0384
C -2.85173 -3.79010 -4.63643 0.0656 0.0609 -0.0424
C -2.83970 -3.92986 -3.25818 0.1027 0.0944 0.0457
H -4.73562 -2.76819 -0.75971 -0.0048 -0.0338 -0.0602
H -3.93581 -1.82909 -2.08176 -0.0206 0.0394 -0.0516
H -4.36669 0.53756 -2.30600 -0.0068 0.0577 -0.0441
H -5.89262 2.43956 -1.77620 0.0355 0.0153 -0.0480
H -7.40003 2.27799 0.17259 -0.0134 0.0229 0.0042
H -7.43037 0.26762 1.60875 -0.0064 -0.0395 0.0337
H -5.93097 -1.64054 1.06847 -0.0378 -0.0048 0.0475
H -2.49173 -4.21299 -0.65803 -0.0273 0.0174 0.0072
H -0.94496 -3.37059 -0.57603 -0.0056 -0.0187 0.0020
H -0.30460 -1.79520 -2.51941 -0.0012 0.0173 0.0236
H -0.34490 -1.53653 -4.97247 0.0155 0.0171 -0.0305
H -1.96585 -2.81535 -6.32748 0.0028 0.0050 -0.0212
H -3.54212 -4.37276 -5.22946 -0.0133 -0.0077 -0.0309
H -3.51630 -4.63064 -2.78444 -0.0251 -0.0169 0.0406
```
Forces are in eV/Å.

These are the Mulliken partial charges, in e, on atoms 1 to 4: 0.874, -0.811, 0.768, -0.213

***

[4]
Molecular formula: H6O3Si2
Method: DFT, ωB97M-V/def2-TZVPD

Calculated values
Energy above the lowest of the compared OMol25 structures with the same formula, charge and spin, kJ/mol: 166.11
SMILES string: O=[SiH]O.O[SiH3]
Electronic energy, Ha: -808.33185
Largest force on an atom, eV/Å: 4.451
Gap between HOMO and LUMO, eV: 10.35

XYZ file:
```
11
Properties=species:S:1:pos:R:3:forces:R:3
O -1.44332 1.04033 -0.37199 1.0038 0.4116 -0.3113
Si -2.74366 0.31775 -0.53645 -2.1336 -0.4359 1.1594
O -3.49407 -0.57664 0.61680 0.2093 0.0387 -0.8005
H -3.90580 0.46552 -1.45497 0.7175 0.0145 -0.1558
H -3.04486 -0.92846 1.38530 0.2626 0.0621 0.1719
O 1.25318 0.03964 0.46403 0.9489 -2.8121 -0.7730
Si 2.73331 -0.18992 -0.10765 1.0414 -1.9817 -0.5520
H 0.81894 0.79672 0.65440 -2.2969 3.7789 0.5028
H 2.76514 -1.59737 0.48691 0.7120 0.4798 -0.9326
H 3.78375 0.60015 0.40257 0.8202 0.9901 1.2865
H 3.27738 0.03228 -1.53895 -1.2853 -0.5461 0.4045
```
Forces are in eV/Å.

These are the Mulliken partial charges, in e, on atoms 1 to 4: -0.369, 0.519, -0.445, -0.043

***

Which of these has the lowest largest force on an atom?
C16H17O3STl

***

The lowest energy above the lowest of the compared OMol25 structures with the same formula, charge and spin belongs to which entry?
C16H17O3STl